ORCA calculation (wB97M-V/def2-TZVPD) on a structure of composition C61H50ClFGeO3P3PbSe.

Cartesian coordinates (Å):
Pb1 -0.49 -2.13 -2.40
F1 -3.37 2.01 -0.77
Ge1 -1.77 1.23 -0.65
C1 -2.34 -0.69 -0.06
C2 -3.42 -1.02 -0.91
C3 -4.13 -2.15 -0.85
C4 -3.90 -3.02 0.20
C5 -2.83 -2.79 1.08
C6 -1.97 -1.66 0.93
P1 -0.63 -1.55 2.19
C7 -1.41 -0.98 3.71
C8 -1.35 0.39 3.96
C9 -2.36 0.94 4.70
C10 -3.32 0.15 5.33
C11 -3.09 -1.19 5.42
C12 -2.25 -1.77 4.50
C13 -0.06 -3.17 2.55
C14 0.79 -3.19 3.78
C15 1.20 -4.69 3.99
C16 0.53 -5.72 3.43
C17 -0.25 -5.58 2.30
C18 -0.42 -4.31 1.77
C19 -1.44 2.10 -2.42
C20 -1.15 3.45 -2.39
C21 -1.38 4.31 -3.40
C22 -1.83 3.77 -4.62
C23 -1.97 2.43 -4.78
C24 -1.76 1.53 -3.60
P2 -1.88 -0.17 -4.02
C25 -3.63 -0.49 -4.41
C26 -4.51 0.56 -4.73
C27 -5.77 0.26 -5.22
C28 -6.18 -1.07 -5.24
C29 -5.46 -2.06 -4.62
C30 -4.14 -1.77 -4.17
C31 -1.03 -0.26 -5.58
C32 -1.42 -1.28 -6.47
C33 -0.67 -1.47 -7.62
C34 0.53 -0.81 -7.85
C35 0.95 0.12 -6.93
C36 0.19 0.38 -5.79
C37 -0.86 2.54 0.61
C38 -1.75 2.99 1.53
C39 -1.52 4.05 2.39
C40 -0.42 4.87 2.13
C41 0.55 4.40 1.18
C42 0.35 3.23 0.48
P3 1.78 2.42 -0.30
C43 2.61 3.21 -1.61
C44 2.18 4.47 -2.04
C45 2.77 5.03 -3.14
C46 3.93 4.59 -3.79
C47 4.41 3.38 -3.37
C48 3.77 2.61 -2.36
C49 3.04 2.05 1.09
C50 4.09 2.94 1.17
C51 5.17 2.61 2.00
C52 5.11 1.46 2.80
C53 4.07 0.60 2.67
C54 3.03 0.86 1.86
H1 -3.61 -0.28 -1.65
H2 -4.82 -2.46 -1.70
H3 -4.66 -3.79 0.43
H4 -2.68 -3.53 1.88
H5 -0.69 1.07 3.37
H6 -2.54 1.99 4.79
H7 -4.27 0.61 5.71
H8 -3.59 -1.93 6.09
H9 -2.33 -2.83 4.25
H10 0.17 -2.92 4.67
H11 2.03 -5.00 4.67
H12 0.71 -6.71 3.91
H13 -0.57 -6.45 1.69
H14 -0.69 -4.12 0.72
H15 -0.76 3.89 -1.41
H16 -1.13 5.38 -3.31
H17 -2.11 4.44 -5.47
H18 -2.25 2.04 -5.73
H19 -4.19 1.59 -4.60
H20 -6.45 1.01 -5.48
H21 -7.10 -1.40 -5.74
H22 -5.89 -3.08 -4.44
H23 -3.46 -2.47 -3.65
H24 -2.27 -1.96 -6.40
H25 -1.03 -2.14 -8.41
H26 1.03 -1.11 -8.76
H27 1.89 0.64 -7.04
H28 0.46 1.24 -5.18
H29 -2.75 2.51 1.56
H30 -2.33 4.39 3.08
H31 -0.32 5.83 2.53
H32 1.45 4.94 1.09
H33 1.38 5.01 -1.54
H34 2.30 5.91 -3.57
H35 4.33 5.24 -4.56
H36 5.23 2.88 -3.89
H37 4.10 1.60 -2.17
H38 4.26 3.82 0.56
H39 6.04 3.24 2.03
H40 5.94 1.29 3.50
H41 4.00 -0.37 3.20
H42 2.12 0.29 1.95
O1 1.54 1.27 4.79
H43 1.15 0.78 5.53
H44 2.48 1.21 4.87
O2 0.88 -2.52 -4.38
O3 1.48 -1.45 -3.78
Se1 0.86 0.44 -0.89
Cl1 2.01 -1.59 6.79
C55 3.21 -2.67 6.12
C56 4.07 -3.43 6.93
C57 5.15 -4.14 6.36
C58 5.16 -4.29 4.93
C59 4.24 -3.63 4.15
C60 3.18 -2.86 4.74
C61 2.12 -2.32 3.82
H45 4.03 -3.34 7.95
H46 5.94 -4.51 6.97
H47 5.92 -4.96 4.53
H48 4.12 -3.82 3.11
H49 1.95 -1.24 4.03
H50 2.56 -2.19 2.84

Results
Charge: +1
HOMO (alpha / beta), eV: -9.5921 / -8.5332
LUMO level (alpha / beta), eV: -3.6 / -3.6
Energy relative to the best compared isomer or geometry (same formula, charge and spin), kJ/mol: 416.1
Orbital gap (alpha / beta), eV: 5.98 / 4.98

These are the Mulliken partial charges, in e, on atoms 1 to 5:
1 Pb 1.0153
2 F -0.4350
3 Ge 0.8657
4 C -0.5582
5 C -0.6839

ORCA calculation (wB97M-V/def2-TZVPD) on a cluster of 10 separate species, C61H52Cl18NO2P in total.

Cartesian coordinates (Å):
C1 -0.60 3.80 1.36
O1 -1.01 2.67 0.51
C2 -0.25 1.44 0.85
C3 0.85 1.17 -0.34
C4 1.70 -0.26 -0.15
C5 3.13 -0.02 -0.94
P1 4.43 -1.40 -0.67
N1 4.70 -1.77 1.05
C6 6.09 -0.60 -1.26
C7 6.63 -1.19 -2.70
O2 7.59 -0.45 -3.32
H1 -0.72 3.58 2.52
H2 -1.31 4.73 1.14
H3 0.51 4.18 1.12
H4 -1.04 0.55 0.78
H5 0.21 1.48 1.93
H6 1.64 2.07 -0.31
H7 0.29 1.11 -1.38
H8 1.81 -0.58 0.97
H9 1.10 -1.10 -0.75
H10 2.89 0.13 -2.09
H11 3.61 1.01 -0.59
H12 5.52 -2.45 1.06
H13 5.10 -0.89 1.50
H14 5.90 0.56 -1.37
H15 6.91 -0.79 -0.43
H16 6.28 -2.20 -3.20
Cl1 -6.96 6.89 0.90
C8 -5.80 6.08 -0.09
C9 -5.25 4.89 0.40
C10 -4.31 4.19 -0.37
C11 -3.93 4.67 -1.62
C12 -4.48 5.85 -2.11
C13 -5.42 6.56 -1.35
Cl2 -6.05 8.03 -2.01
H17 -5.54 4.51 1.37
H18 -3.88 3.27 0.02
H19 -3.21 4.12 -2.21
H20 -4.18 6.22 -3.08
Cl3 6.66 -4.70 1.55
C14 7.53 -4.16 2.94
C15 8.28 -2.98 2.83
C16 9.00 -2.49 3.92
C17 8.97 -3.18 5.13
C18 8.24 -4.36 5.25
C19 7.52 -4.85 4.16
Cl4 6.63 -6.32 4.37
H21 8.30 -2.43 1.89
H22 9.57 -1.58 3.83
H23 9.53 -2.80 5.98
H24 8.23 -4.90 6.20
Cl5 9.49 -4.12 0.02
C20 10.06 -5.60 -0.66
C21 10.62 -5.56 -1.94
C22 11.11 -6.73 -2.53
C23 11.03 -7.94 -1.85
C24 10.47 -7.99 -0.57
C25 9.98 -6.82 0.03
Cl6 9.29 -6.95 1.61
H25 10.69 -4.62 -2.48
H26 11.54 -6.69 -3.53
H27 11.41 -8.85 -2.31
H28 10.41 -8.94 -0.04
Cl7 -5.47 0.40 0.98
C26 -4.82 -0.67 -0.22
C27 -5.55 -1.82 -0.53
C28 -5.08 -2.71 -1.50
C29 -3.88 -2.45 -2.16
C30 -3.15 -1.30 -1.85
C31 -3.62 -0.41 -0.88
Cl8 -2.66 0.99 -0.55
H29 -6.49 -2.03 -0.02
H30 -5.65 -3.61 -1.73
H31 -3.51 -3.15 -2.91
H32 -2.21 -1.11 -2.37
Cl9 -5.37 6.45 3.61
C32 -6.02 7.29 4.98
C33 -6.57 8.56 4.76
C34 -7.12 9.28 5.82
C35 -7.13 8.73 7.10
C36 -6.58 7.46 7.32
C37 -6.03 6.74 6.26
Cl10 -5.37 5.18 6.61
H33 -6.57 9.00 3.76
H34 -7.54 10.27 5.65
H35 -7.56 9.29 7.93
H36 -6.59 7.05 8.33
Cl11 -1.79 -3.09 0.53
C38 -1.17 -4.64 0.12
C39 -1.10 -5.60 1.13
C40 -0.61 -6.88 0.86
C41 -0.19 -7.21 -0.43
C42 -0.26 -6.25 -1.45
C43 -0.75 -4.97 -1.17
Cl12 -0.79 -3.83 -2.48
H37 -1.43 -5.36 2.14
H38 -0.56 -7.63 1.65
H39 0.18 -8.20 -0.65
H40 0.07 -6.51 -2.45
Cl13 -3.06 11.87 6.63
C44 -2.41 10.81 5.43
C45 -3.14 9.65 5.12
C46 -2.67 8.76 4.15
C47 -1.47 9.02 3.49
C48 -0.74 10.17 3.80
C49 -1.21 11.06 4.77
Cl14 -0.25 12.46 5.10
H41 -4.08 9.44 5.63
H42 -3.24 7.87 3.92
H43 -1.10 8.33 2.74
H44 0.20 10.36 3.28
Cl15 -4.84 -4.62 -4.25
C50 -6.33 -5.48 -4.44
C51 -7.51 -4.81 -4.11
C52 -8.75 -5.45 -4.25
C53 -8.80 -6.76 -4.73
C54 -7.62 -7.43 -5.06
C55 -6.39 -6.79 -4.92
Cl16 -4.97 -7.68 -5.34
H45 -7.48 -3.79 -3.74
H46 -9.66 -4.92 -3.99
H47 -9.76 -7.26 -4.84
H48 -7.68 -8.45 -5.43
Cl17 -1.72 -1.30 -5.54
C56 -0.06 -0.95 -5.89
C57 0.35 -1.02 -7.23
C58 1.67 -0.74 -7.57
C59 2.59 -0.38 -6.58
C60 2.18 -0.32 -5.25
C61 0.86 -0.60 -4.90
Cl18 0.43 -0.50 -3.23
H49 -0.36 -1.29 -8.00
H50 1.98 -0.80 -8.61
H51 3.62 -0.16 -6.85
H52 2.90 -0.04 -4.48

Results
Charge: 0
HOMO, eV: -8.2822
SMILES: COCCCCP(N)CC=O.Clc1ccccc1Cl.Clc1ccccc1Cl.Clc1ccccc1Cl.Clc1ccccc1Cl.Clc1ccccc1Cl.Clc1ccccc1Cl.Clc1ccccc1Cl.Clc1ccccc1Cl.Clc1ccccc1Cl
LUMO level, eV: 0.2
Orbital gap, eV: 8.45

These are the Mulliken partial charges, in e, on atoms 1 to 5:
1 C -0.7193
2 O -0.1318
3 C -0.9313
4 C 0.2259
5 C -0.2308